Here is a molecular structure, C53H72N9O2SY in a non-equilibrium geometry from the Open Molecules 2025 dataset. Energies are from wB97M-V/def2-TZVPD.

Structure (XYZ):
```
138
Properties=species:S:1:pos:R:3:forces:R:3
Y 0.5922 0.0442 0.8288 -0.20 0.19 0.71
C 0.9896 -5.2589 3.8820 0.03 -0.04 0.03
N 0.7593 -4.2180 2.8969 0.00 -0.02 -0.01
C -0.3779 -3.3968 3.2744 -0.12 0.00 0.05
C 1.9716 -3.4369 2.6394 -0.12 -0.02 0.09
C 2.4222 -3.4301 1.1824 -0.04 0.09 -0.01
N 1.8660 -2.3771 0.2912 -0.18 0.16 -0.36
C 0.6884 -2.9881 -0.3833 -0.09 0.11 -0.01
C -0.3045 -2.1183 -1.1230 0.06 -0.03 -0.24
C -0.3829 -2.1368 -2.5159 0.12 -0.10 0.12
C -1.4967 -1.6638 -3.1824 -0.15 -0.04 0.08
C -2.6014 -1.3114 -2.3993 0.12 0.16 -0.10
C -2.5658 -1.2329 -1.0176 -0.11 -0.07 0.02
C -1.3418 -1.5274 -0.3869 -0.01 -0.11 0.37
O -1.0924 -1.2561 0.9074 -0.83 -0.63 -0.11
C -3.8074 -0.8965 -0.1927 0.02 0.04 -0.04
C -4.0775 -2.0551 0.7801 0.04 0.01 0.07
C -5.0553 -0.7370 -1.0628 -0.09 0.00 -0.02
C -3.6400 0.4163 0.5847 0.02 0.11 0.00
C -1.4923 -1.5597 -4.7047 0.00 0.02 0.07
C -1.3163 -2.9470 -5.3316 0.02 -0.03 -0.04
C -0.3172 -0.6612 -5.1066 0.05 0.09 -0.05
C -2.7777 -0.9365 -5.2451 -0.07 0.00 -0.05
C 2.9591 -2.0740 -0.6895 -0.06 -0.27 -0.01
C 2.8719 -0.9922 -1.7415 0.12 -0.28 -0.13
C 3.2510 -1.2901 -3.0400 -0.06 -0.02 0.00
C 3.5059 -0.2808 -3.9686 0.06 0.03 0.07
C 3.3903 1.0255 -3.5104 -0.05 -0.02 0.01
C 3.0341 1.3827 -2.2031 0.01 0.14 -0.38
C 2.7387 0.3399 -1.3298 -0.04 -0.08 0.72
O 2.3594 0.5126 -0.0548 1.20 0.34 -0.78
C 3.0843 2.8794 -1.8534 0.04 -0.07 -0.03
C 4.5265 3.3650 -2.0794 0.01 0.09 0.07
C 2.1453 3.6672 -2.7767 -0.09 0.01 -0.10
C 2.7087 3.2444 -0.4126 -0.04 0.05 -0.02
C 4.0574 -0.6035 -5.3619 -0.09 0.01 0.06
C 5.5419 -0.9671 -5.2268 0.06 0.00 0.04
C 3.9332 0.5894 -6.3124 -0.03 0.03 -0.06
C 3.3267 -1.7926 -5.9926 -0.02 -0.07 -0.04
H 1.2948 -4.8556 4.8629 -0.01 0.00 0.00
H 0.0778 -5.8379 4.0282 -0.01 0.01 -0.03
H 1.7667 -5.9428 3.5386 0.01 0.01 -0.01
H -0.1873 -2.8130 4.1896 0.00 0.00 0.02
H -0.6488 -2.7118 2.4738 0.09 0.05 -0.01
H -1.2467 -4.0343 3.4530 0.05 -0.03 0.02
H 1.8584 -2.4146 3.0315 -0.02 -0.04 -0.11
H 2.7914 -3.8869 3.2080 0.01 0.03 0.03
H 3.5083 -3.3499 1.1352 0.00 0.07 0.22
H 2.1676 -4.4201 0.7826 0.11 0.03 -0.09
H 1.0284 -3.7650 -1.0833 0.13 0.01 0.05
H 0.1276 -3.4876 0.4083 0.04 -0.06 -0.02
H 0.4523 -2.5560 -3.0693 0.00 0.03 0.01
H -3.5151 -1.0357 -2.9018 -0.03 -0.02 -0.01
H -4.2334 -2.9877 0.2340 -0.01 0.01 -0.02
H -3.2435 -2.2033 1.4660 0.02 0.01 0.00
H -4.9771 -1.8448 1.3648 -0.02 -0.01 0.00
H -5.3286 -1.6650 -1.5707 0.05 0.00 0.00
H -5.8929 -0.4452 -0.4245 -0.01 -0.04 0.00
H -4.9368 0.0435 -1.8156 0.03 0.04 0.02
H -2.6906 0.4735 1.1163 -0.09 -0.06 -0.03
H -3.6980 1.2752 -0.0866 0.03 -0.03 -0.02
H -4.4515 0.5029 1.3117 -0.02 0.04 0.02
H -0.4064 -3.4311 -4.9736 0.01 0.00 -0.01
H -2.1604 -3.5945 -5.0857 0.00 0.00 0.01
H -1.2483 -2.8709 -6.4199 -0.01 0.01 0.00
H 0.6366 -1.1091 -4.8303 0.02 -0.01 0.04
H -0.3163 -0.4895 -6.1869 0.02 -0.02 -0.01
H -0.3717 0.3051 -4.5996 -0.06 0.01 -0.01
H -3.6527 -1.5616 -5.0526 0.02 -0.02 0.02
H -2.9623 0.0476 -4.8093 0.04 0.01 -0.01
H -2.6913 -0.8140 -6.3267 -0.02 0.00 0.00
H 3.8279 -1.8318 -0.0727 0.00 0.10 0.00
H 3.1930 -3.0156 -1.2097 0.03 0.01 0.01
H 3.3871 -2.3336 -3.3078 0.02 0.02 -0.01
H 3.6104 1.8312 -4.1971 0.00 -0.01 -0.01
H 4.8758 3.1746 -3.0948 -0.03 0.01 0.01
H 4.5838 4.4421 -1.8991 0.02 -0.01 0.00
H 5.2125 2.8674 -1.3902 -0.01 -0.01 0.00
H 2.4417 3.5965 -3.8246 0.01 -0.02 0.00
H 1.1178 3.3052 -2.6879 0.09 0.02 0.03
H 2.1682 4.7239 -2.4994 -0.01 0.03 -0.01
H 3.3448 2.7478 0.3178 0.02 -0.03 0.02
H 2.8330 4.3270 -0.3071 0.00 -0.02 0.05
H 1.6713 2.9972 -0.1898 0.03 0.00 -0.04
H 6.1029 -0.1445 -4.7788 -0.01 0.00 0.00
H 5.6713 -1.8464 -4.5923 -0.01 0.01 0.00
H 5.9750 -1.1871 -6.2057 0.00 0.00 -0.02
H 4.5749 1.4208 -6.0169 0.01 -0.01 0.02
H 4.2356 0.2896 -7.3179 0.01 -0.01 0.00
H 2.9059 0.9567 -6.3638 -0.01 -0.03 0.01
H 3.4337 -2.7017 -5.3988 0.00 0.02 0.00
H 2.2635 -1.5911 -6.1143 -0.04 0.03 0.00
H 3.7415 -2.0017 -6.9816 0.02 0.00 0.01
C -0.1587 4.1051 3.2391 -0.09 0.01 0.07
C 0.2321 2.7675 2.6977 0.48 -0.23 0.36
N -0.2414 2.2448 1.6245 -0.24 0.50 -0.10
N -1.1919 3.0050 0.9722 0.33 -0.55 0.04
C -1.3476 2.6667 -0.2955 -0.21 0.25 -0.09
N -2.2896 3.4099 -0.9419 0.08 -0.10 0.02
S -0.5460 1.4712 -1.2394 -0.09 0.12 0.16
C 1.3373 2.0395 3.3956 -0.28 0.25 -0.25
C 1.9428 2.5747 4.5247 0.16 -0.03 0.08
C 3.0225 1.9150 5.0942 -0.07 0.12 0.01
C 3.4856 0.7481 4.5161 -0.01 -0.08 -0.08
C 2.8296 0.2815 3.3881 -0.01 0.03 0.00
N 1.7776 0.8950 2.8593 -0.08 -0.11 -0.23
H -0.9156 4.5566 2.6094 0.02 0.00 -0.02
H 0.7133 4.7617 3.2794 -0.02 0.02 -0.02
H -0.5463 4.0076 4.2571 -0.01 0.00 -0.01
H -2.6316 4.2345 -0.4794 -0.01 0.03 -0.01
H -2.3306 3.3541 -1.9430 -0.01 0.00 0.00
H 1.5813 3.4984 4.9482 0.01 0.01 0.03
H 3.5009 2.3221 5.9755 0.01 0.00 0.00
H 4.3345 0.2085 4.9097 0.01 0.02 0.02
H 3.1686 -0.6104 2.8721 0.00 0.02 0.04
C -1.6685 0.7115 6.3060 0.02 0.04 0.03
C -0.6367 0.4356 5.4251 -0.01 0.12 -0.13
N -0.8327 -0.0471 4.1978 -0.08 -0.29 -0.08
C -2.0843 -0.3283 3.8344 0.07 0.06 0.11
C -3.1913 -0.0614 4.6359 -0.11 -0.04 -0.14
C -2.9685 0.4811 5.8919 -0.03 -0.02 0.16
C -4.5652 -0.3284 4.1516 0.29 -0.28 -0.02
C -5.5036 0.5956 4.0286 -0.30 0.31 -0.10
C -5.2751 2.0503 4.2000 -0.12 -0.28 0.06
C -4.2021 2.6755 3.5794 0.14 0.05 -0.07
C -4.0747 4.0351 3.7750 0.01 0.13 0.01
N -4.9299 4.7381 4.5194 -0.04 -0.16 -0.01
C -5.9303 4.0399 5.0488 0.00 -0.01 0.02
N -6.1596 2.7340 4.9298 0.10 0.18 -0.07
H -1.4583 1.1053 7.2912 0.02 0.00 0.00
H 0.3913 0.6361 5.7043 0.03 -0.05 0.01
H -2.2096 -0.7551 2.8458 0.04 -0.01 -0.03
H -3.8069 0.6991 6.5431 0.00 0.01 -0.02
H -4.8066 -1.3506 3.8797 0.03 -0.03 0.09
H -6.5056 0.3028 3.7331 0.00 0.05 0.05
H -3.5057 2.1268 2.9573 -0.02 0.05 0.01
H -3.2592 4.5827 3.3147 -0.02 0.01 0.00
H -6.6422 4.5976 5.6459 -0.02 0.01 0.02
```
Positions in Å, forces in eV/Å.

## Properties
- Kohn-Sham gap (eV) = 6.75
- ΔE to the lowest compared entry with this formula, charge and spin (kcal per mole) = 8.56
- energy (eV) = -85519.189
- net charge = 0

These are the Mulliken partial charges, in e, on atoms 1 to 99: -0.975 -1.191 0.221 -0.825 -0.944 -1.002 2.228 -3.031 1.058 -0.834 0.259 -0.676 -0.429 0.097 1.404 2.426 -1.482 -2.523 -0.711 2.572 -1.925 -0.999 -2.319 -2.316 0.572 -0.656 -0.133 -0.578 0.790 0.095 -0.780 2.661 -1.853 -1.719 -2.419 2.200 -1.798 -1.951 -1.697 0.387 0.311 0.420 0.442 -0.512 0.605 0.002 0.522 0.603 0.327 0.487 0.686 0.283 0.664 0.450 -0.022 0.403 0.448 0.446 0.482 -0.880 0.482 0.485 0.245 0.383 0.515 -0.375 0.639 0.181 0.419 0.408 0.426 0.765 0.252 0.355 0.239 0.290 0.462 0.402 0.367 0.164 0.494 0.341 0.631 0.204 0.315 0.336 0.487 0.322 0.471 0.353 0.332 0.306 0.514 -2.381 0.279 2.642 -1.495 -0.246 -0.330